Record 1
The following is a DFT calculation (ωB97M-V/def2-TZVPD) of C34H39BeN5O3P2S as an isolated structure in a non-equilibrium geometry.

ORCA input file:
```
! RIJCOSX wB97M-V def2-TZVPD def2/J DEFGRID3
* xyz 0 1
Be 0.17227 1.09429 -0.69359
C -1.59637 1.21098 -3.56791
C -1.15019 -0.06840 -3.46845
C 0.02931 -0.59022 -4.27118
C 1.24976 0.35625 -4.19725
C 1.37940 0.87876 -2.82912
C 0.68270 1.90749 -2.17498
C 0.07063 2.96234 -3.11380
C -0.91557 2.37503 -4.13176
C 0.38177 2.23625 0.94861
H -2.65083 1.36854 -3.44067
H -1.88942 -0.84919 -3.31529
H -0.26425 -0.68225 -5.33373
H 0.36351 -1.56879 -3.88935
H 2.15201 -0.24062 -4.42932
H 1.16246 1.08808 -5.01566
H 2.23355 0.43037 -2.33501
H 1.11872 2.33190 -1.23731
H 0.91078 3.45363 -3.60694
H -0.48395 3.67618 -2.50833
H -1.68246 3.13689 -4.29913
H -0.43070 2.12387 -5.07335
H -0.44358 2.68514 1.54813
H 0.87231 3.12533 0.49098
H 1.01584 1.76773 1.66393
P 1.88285 -0.55753 0.10315
P -1.65105 -0.24360 -0.81949
N 3.38647 0.31477 -0.45530
N 2.91747 -1.57125 1.09977
N -2.67475 1.17935 -0.98088
N -2.75508 -1.19173 0.24140
C 1.19412 -1.69239 -1.26813
C -0.36611 -1.76826 -1.27309
C 3.52268 1.70697 -0.34157
C 4.68647 2.08893 -1.02413
C 5.24707 0.90127 -1.61421
C 4.44171 -0.17799 -1.24394
C 3.99886 -1.11009 1.89450
C 4.85115 -2.17682 2.18024
C 4.27467 -3.34052 1.57074
C 3.11610 -2.94436 0.91792
C -2.11546 2.46050 -0.83039
C -3.05187 3.40702 -1.15126
C -4.25141 2.72303 -1.56296
C -3.98013 1.35683 -1.52195
C -4.16408 -1.16118 0.21992
C -4.67815 -2.37244 0.67082
C -3.58021 -3.14987 1.11343
C -2.41944 -2.43539 0.83424
H 1.65103 -2.71290 -1.24170
H 1.55364 -1.30050 -2.25569
H -0.65023 -1.90089 -2.33278
H -0.71146 -2.63181 -0.70191
H 2.76502 2.25674 0.15272
H 5.03616 3.07150 -1.16880
H 6.08218 0.85746 -2.24927
H 4.48403 -1.20225 -1.51857
H 4.11141 -0.06561 2.12928
H 5.82000 -2.12320 2.67389
H 4.68423 -4.34544 1.53904
H 2.45042 -3.48915 0.28022
H -1.14390 2.59766 -0.39642
H -2.88496 4.48555 -1.13436
H -5.15673 3.19772 -1.91663
H -4.57525 0.55151 -1.89805
H -4.68651 -0.31807 -0.19687
H -5.71584 -2.71082 0.63965
H -3.63793 -4.15147 1.51638
H -1.38692 -2.72007 0.95472
O -0.15391 2.25524 5.54302
S 0.38310 1.00252 5.19447
O 1.54250 0.52558 5.96481
N 0.51644 0.79962 3.60467
C -0.22902 -0.14165 3.01255
O -0.32349 -0.35380 1.72594
C -0.92654 -0.94159 4.05763
C -1.85867 -1.97806 3.97467
C -2.64761 -2.36459 5.05568
C -2.45838 -1.75189 6.31858
C -1.47986 -0.74022 6.44325
C -0.78908 -0.34077 5.29440
H -1.98797 -2.39898 2.99108
H -3.43867 -3.11202 4.92340
H -3.10924 -2.03323 7.16578
H -1.24748 -0.22699 7.37688
*
```

Results
LUMO: -0.0748 Eh
largest force on an atom: 0.0985 Eh/bohr
orbital gap: 5.69 eV
ΔE to the lowest compared entry with this formula, charge and spin: 8.494 eV

---

Record 2
The following is a DFT calculation (ωB97M-V/def2-TZVPD) of C23H28BBrCeF3N6O10P2 as an isolated structure in a non-equilibrium geometry.

ORCA input file:
```
! RIJCOSX wB97M-V def2-TZVPD def2/J DEFGRID3
* xyz -1 1
Ce 0.60533 -0.20372 0.14673
N 1.73934 -1.45093 4.13151
C 2.53089 -2.22455 3.11814
C 3.44901 -3.16849 3.88171
P 1.18907 -3.15920 2.26599
O 1.91537 -4.12315 1.23648
O 0.52147 -3.91556 3.35203
O 0.40476 -2.07951 1.54428
P 3.50202 -0.86331 2.34338
O 4.59520 -1.58322 1.43670
O 4.09838 -0.16486 3.50660
O 2.52420 -0.12752 1.45584
H 1.25473 -2.13066 4.72746
H 1.03672 -0.85603 3.65996
H 2.40719 -0.85185 4.63803
H 2.86822 -3.87687 4.47383
H 4.14080 -2.60943 4.51395
H 4.03523 -3.73375 3.15950
H 2.16985 -3.69500 0.40575
H 4.30657 -1.73249 0.52766
O -1.04012 -2.86126 -1.59959
B -1.16921 -1.51337 -1.26872
O -2.48159 -1.07012 -1.41197
C -3.17809 -2.17551 -1.84394
C -4.52044 -2.28238 -2.13226
C -4.96366 -3.53526 -2.55041
C -4.09386 -4.61331 -2.66797
C -2.73764 -4.49483 -2.37123
C -2.30927 -3.25256 -1.95865
H -5.18344 -1.43585 -2.03351
H -6.01085 -3.67282 -2.78662
H -4.47939 -5.56989 -2.99679
H -2.05416 -5.32596 -2.45046
N -1.58295 2.80096 -4.43820
N -1.44276 2.76394 -3.05353
N -1.13834 3.83181 -2.35615
C -1.09923 3.31901 -1.12614
N -1.37926 2.02029 -1.11374
N -1.57205 1.67197 -2.36169
H -0.66656 3.08921 -4.79162
H -1.69853 1.82388 -4.70209
H -0.83760 3.87900 -0.25176
C -3.35904 1.84258 3.92576
C -1.87989 2.25038 3.94490
C -1.27446 1.91215 5.31540
C -1.76056 3.75947 3.69661
C -1.15577 1.52006 2.88571
C -0.57526 0.94868 1.97737
H -3.90805 2.38339 4.70310
H -3.46315 0.77347 4.10358
H -3.80490 2.06892 2.95908
H -1.80525 2.45153 6.10561
H -0.22239 2.19390 5.34887
H -1.35260 0.84327 5.51457
H -2.29596 4.31151 4.47525
H -2.18608 4.02180 2.72933
H -0.71639 4.06779 3.70338
Br 2.58987 4.61004 -6.58933
C 2.14489 3.16204 -5.44339
C 1.82297 1.93296 -6.00044
C 1.49177 0.88373 -5.15491
C 1.48460 1.06513 -3.77961
C 1.82038 2.29470 -3.22953
C 2.15202 3.35341 -4.07463
C 1.84615 2.55314 -1.73202
O 2.29635 3.61077 -1.31370
O 1.40734 1.59370 -1.00975
H 1.83501 1.80564 -7.07432
H 1.24506 -0.08246 -5.56778
H 1.22750 0.23156 -3.13509
H 2.40682 4.30883 -3.63357
F 2.95463 -0.68968 -1.29006
C 2.20428 -1.86160 -1.21292
F 3.19601 -2.81101 -0.87238
F 1.97877 -2.15662 -2.53360
*
```

Results
LUMO (alpha / beta): 0.0575 / 0.0576 Eh
largest force on an atom: 0.0214 Eh/bohr
orbital gap (alpha / beta): 7.71 / 7.71 eV
ΔE to the lowest compared entry with this formula, charge and spin: 0.000 eV